{
  "formula": "C50H40CaIN7OP2Se2",
  "method": "ωB97M-V with the def2-TZVPD basis set",
  "e_lumo_ev": -0.91,
  "e_tot_ev": -240792.6596,
  "gap_ha": 0.2429,
  "elements": ["Ca", "C", "C", "N", "C", "C", "N", "C", "C", "C", "C", "C", "N", "C", "C", "N", "C", "C", "N", "C", "C", "C", "N", "C", "C", "H", "H", "H", "H", "H", "H", "H", "H", "H", "H", "H", "H", "C", "C", "C", "C", "C", "C", "P", "C", "C", "C", "C", "C", "C", "C", "C", "C", "C", "C", "C", "H", "H", "H", "H", "H", "H", "H", "H", "H", "H", "H", "H", "H", "H", "Se", "P", "Se", "C", "C", "C", "C", "C", "C", "C", "C", "C", "C", "C", "C", "H", "H", "H", "H", "H", "H", "H", "H", "H", "H", "N", "C", "O", "C", "I", "H", "H", "H", "H"],
  "xyz": [[-0.601, 0.677, -1.414], [-5.127, 1.866, -1.621], [-3.843, 1.623, -2.092], [-2.778, 2.049, -1.426], [-2.978, 2.723, -0.291], [-4.269, 2.927, 0.184], [-5.342, 2.505, -0.478], [-1.758, 3.226, 0.400], [-1.800, 4.174, 1.408], [-0.603, 4.625, 1.955], [0.587, 4.137, 1.443], [0.543, 3.168, 0.450], [-0.606, 2.722, -0.047], [1.772, 2.569, -0.132], [2.999, 2.591, 0.520], [4.099, 2.090, -0.035], [3.963, 1.537, -1.230], [2.730, 1.456, -1.867], [1.640, 1.975, -1.322], [-0.593, 5.584, 3.082], [0.202, 5.337, 4.196], [0.176, 6.247, 5.243], [-0.563, 7.354, 5.243], [-1.319, 7.580, 4.171], [-1.375, 6.732, 3.076], [-5.991, 1.525, -2.178], [-3.659, 1.073, -3.009], [-4.447, 3.427, 1.128], [-2.739, 4.566, 1.773], [1.531, 4.495, 1.829], [3.094, 2.995, 1.520], [4.849, 1.127, -1.701], [2.617, 0.960, -2.824], [0.805, 4.439, 4.258], [0.778, 6.071, 6.128], [-1.911, 8.489, 4.184], [-2.004, 6.974, 2.228], [-3.531, -4.099, -1.769], [-2.351, -4.226, -1.045], [-1.207, -3.558, -1.456], [-1.219, -2.773, -2.610], [-2.408, -2.640, -3.323], [-3.559, -3.298, -2.903], [0.343, -1.924, -3.070], [1.283, -3.279, -3.853], [0.686, -4.370, -4.484], [1.464, -5.343, -5.094], [2.849, -5.236, -5.082], [3.455, -4.158, -4.454], [2.674, -3.189, -3.837], [-0.179, -0.811, -4.406], [-0.081, -1.081, -5.768], [-0.553, -0.142, -6.678], [-1.123, 1.033, -6.203], [-1.209, 1.268, -4.832], [-0.727, 0.371, -3.863], [-4.425, -4.621, -1.449], [-2.322, -4.845, -0.156], [-0.298, -3.635, -0.869], [-2.431, -2.017, -4.209], [-4.476, -3.193, -3.471], [-0.394, -4.459, -4.494], [0.989, -6.187, -5.579], [3.455, -5.998, -5.556], [4.534, -4.074, -4.433], [3.146, -2.356, -3.327], [0.356, -2.009, -6.121], [-0.478, -0.327, -7.743], [-1.491, 1.774, -6.906], [-1.659, 2.211, -4.518], [1.233, -1.041, 0.427], [1.436, -0.498, 2.517], [0.300, 1.184, 3.238], [3.204, -0.240, 2.900], [4.201, -0.740, 2.070], [5.536, -0.584, 2.413], [5.885, 0.073, 3.584], [4.892, 0.575, 4.415], [3.557, 0.420, 4.076], [1.052, -1.987, 3.503], [0.204, -1.947, 4.602], [-0.051, -3.104, 5.329], [0.545, -4.301, 4.965], [1.398, -4.344, 3.867], [1.647, -3.195, 3.138], [3.927, -1.233, 1.145], [6.308, -0.968, 1.758], [6.927, 0.199, 3.846], [5.158, 1.090, 5.330], [2.779, 0.818, 4.715], [-0.249, -1.005, 4.883], [-0.717, -3.066, 6.183], [0.348, -5.202, 5.533], [1.864, -5.278, 3.578], [2.294, -3.237, 2.269], [-2.568, -0.398, 2.062], [-2.907, -0.733, 0.822], [-2.218, -0.451, -0.166], [-4.148, -1.566, 0.596], [-5.855, -0.935, 1.699], [-1.672, 0.059, 2.258], [-3.155, -0.663, 2.835], [-3.950, -2.598, 0.876], [-4.397, -1.524, -0.457]],
  "atomic_forces_ev_per_a": [[0.216, -0.284, 0.167], [0.026, -0.030, -0.064], [0.038, -0.007, 0.024], [-0.071, 0.031, 0.001], [-0.024, -0.015, -0.031], [-0.028, -0.007, -0.014], [0.035, 0.019, 0.040], [0.013, -0.011, -0.024], [0.046, 0.013, -0.015], [-0.014, 0.027, 0.027], [0.044, -0.075, -0.007], [-0.020, 0.013, -0.008], [-0.009, 0.176, 0.074], [-0.003, -0.007, -0.042], [0.028, -0.013, -0.005], [-0.024, 0.006, 0.038], [-0.011, -0.040, -0.073], [-0.024, 0.011, 0.021], [0.017, 0.003, 0.061], [-0.016, -0.007, 0.001], [0.003, 0.040, 0.001], [0.012, -0.026, 0.002], [-0.007, -0.008, -0.026], [0.004, 0.000, -0.002], [-0.005, -0.008, 0.031], [-0.016, 0.024, 0.044], [0.014, 0.003, 0.020], [-0.025, -0.003, -0.010], [-0.003, -0.013, 0.009], [-0.018, 0.002, -0.018], [0.016, -0.003, -0.007], [0.006, 0.020, 0.044], [-0.025, -0.005, -0.004], [-0.015, 0.012, -0.002], [-0.019, 0.022, -0.016], [0.008, -0.004, 0.016], [0.014, 0.001, 0.007], [-0.006, -0.006, -0.022], [0.001, -0.016, 0.000], [0.000, -0.007, 0.018], [-0.042, -0.003, -0.025], [0.021, 0.001, 0.005], [-0.003, -0.003, 0.004], [-0.028, 0.082, 0.126], [0.060, -0.034, -0.035], [-0.004, 0.003, 0.004], [0.003, 0.016, 0.004], [0.003, -0.032, -0.020], [-0.009, 0.043, 0.019], [-0.018, -0.037, -0.012], [0.023, -0.040, 0.117], [-0.033, 0.042, -0.061], [0.008, -0.011, 0.057], [0.016, -0.018, 0.006], [-0.034, 0.030, 0.010], [-0.140, 0.077, -0.340], [0.014, 0.012, -0.006], [0.001, 0.009, -0.006], [-0.005, 0.004, -0.016], [-0.006, -0.004, 0.010], [0.016, -0.006, 0.009], [0.007, -0.001, 0.000], [0.009, 0.017, 0.009], [-0.004, 0.008, 0.004], [-0.012, -0.011, -0.005], [0.000, -0.007, -0.007], [0.007, -0.004, 0.002], [-0.001, 0.005, 0.006], [0.004, -0.023, 0.012], [0.021, -0.016, -0.001], [0.021, -0.019, 0.022], [-0.043, 0.029, -0.122], [-0.020, -0.011, 0.025], [0.034, 0.064, 0.067], [-0.005, -0.006, -0.057], [0.042, 0.019, 0.015], [-0.031, 0.002, 0.000], [-0.012, -0.012, -0.009], [0.016, -0.007, -0.005], [-0.016, -0.086, -0.010], [0.026, -0.004, -0.003], [-0.013, 0.010, 0.002], [0.006, -0.014, -0.003], [-0.009, 0.001, 0.013], [-0.005, -0.038, 0.004], [-0.009, 0.003, 0.021], [-0.010, -0.002, 0.000], [-0.002, -0.003, -0.002], [-0.002, -0.001, -0.011], [0.004, 0.000, 0.005], [-0.007, 0.013, 0.014], [0.019, 0.004, -0.014], [-0.003, 0.020, -0.007], [-0.008, 0.024, 0.006], [-0.010, 0.021, 0.010], [0.035, 0.002, -0.085], [0.292, -0.138, -0.172], [-0.236, 0.126, 0.126], [0.048, 0.046, 0.013], [-0.030, 0.014, 0.021], [-0.083, 0.000, -0.002], [-0.004, 0.019, 0.033], [0.001, 0.013, 0.014], [-0.019, -0.016, -0.038]],
  "lowdin_charge": [1.0881, -0.1051, -0.0897, 0.0604, -0.1931, -0.0639, 0.0976, -0.1917, 0.0602, -0.1550, 0.0130, -0.2416, 0.0761, -0.2283, -0.0645, 0.1141, -0.1051, -0.1144, 0.0441, -0.1762, -0.0049, -0.1304, 0.0616, -0.1383, -0.0132, 0.1121, 0.1119, 0.1149, 0.1188, 0.1269, 0.1178, 0.1116, 0.1137, 0.1041, 0.1085, 0.1063, 0.1154, -0.1106, -0.0947, -0.1061, -0.3820, -0.0818, -0.0888, 1.0243, -0.3729, -0.0884, -0.0836, -0.0930, -0.0892, -0.1041, -0.4833, -0.1038, -0.1077, -0.1165, -0.1820, -0.2803, 0.1027, 0.1051, 0.0866, 0.1036, 0.1016, 0.1050, 0.1020, 0.1000, 0.1004, 0.0936, 0.0949, 0.0943, 0.0918, 0.0704, 0.2798, 0.1452, 0.3258, -0.4072, -0.1287, -0.0823, -0.0865, -0.0828, -0.1140, -0.3980, -0.1174, -0.0872, -0.0912, -0.0812, -0.1084, 0.0522, 0.1026, 0.1009, 0.1015, 0.0673, 0.0473, 0.1010, 0.1006, 0.1030, 0.0852, 0.1875, -0.6184, -0.1526, -0.5669, 0.8134, -0.0229, 0.0720, 0.0503, 0.0405]
}

{
  "formula": "C40H36F7IO2",
  "method": "ωB97M-V with the def2-TZVPD basis set",
  "e_lumo_ev": 0.15,
  "e_tot_ev": -73281.2534,
  "smiles": "C[C@H](F)COC(=O)I.Fc1ccccc1.Fc1ccccc1.Fc1ccccc1.Fc1ccccc1.Fc1ccccc1.Fc1ccccc1",
  "gap_ha": 0.3357,
  "elements": ["C", "C", "F", "C", "O", "C", "O", "I", "H", "H", "H", "H", "H", "H", "F", "C", "C", "C", "C", "C", "C", "H", "H", "H", "H", "H", "F", "C", "C", "C", "C", "C", "C", "H", "H", "H", "H", "H", "F", "C", "C", "C", "C", "C", "C", "H", "H", "H", "H", "H", "F", "C", "C", "C", "C", "C", "C", "H", "H", "H", "H", "H", "F", "C", "C", "C", "C", "C", "C", "H", "H", "H", "H", "H", "F", "C", "C", "C", "C", "C", "C", "H", "H", "H", "H", "H"],
  "xyz": [[4.178, 4.504, 1.783], [3.050, 5.342, 2.248], [2.994, 5.356, 3.614], [1.707, 4.937, 1.687], [0.878, 4.311, 2.715], [-0.111, 3.704, 2.062], [-0.188, 2.541, 1.861], [-1.684, 4.967, 1.337], [4.410, 4.735, 0.765], [5.045, 4.767, 2.356], [4.008, 3.463, 1.921], [3.231, 6.354, 1.939], [1.190, 5.816, 1.355], [1.796, 4.281, 0.843], [-0.351, -0.113, 8.601], [-0.045, 0.572, 7.478], [1.099, 1.344, 7.458], [1.412, 2.043, 6.301], [0.580, 1.967, 5.194], [-0.567, 1.187, 5.240], [-0.885, 0.477, 6.389], [1.730, 1.392, 8.336], [2.308, 2.647, 6.263], [0.815, 2.517, 4.295], [-1.217, 1.130, 4.377], [-1.770, -0.143, 6.444], [0.870, 4.700, -1.412], [0.425, 3.699, -2.212], [-0.600, 2.886, -1.772], [-1.040, 1.870, -2.609], [-0.453, 1.678, -3.851], [0.576, 2.508, -4.267], [1.021, 3.533, -3.444], [-1.059, 3.021, -0.797], [-1.844, 1.225, -2.288], [-0.800, 0.880, -4.494], [1.038, 2.358, -5.233], [1.818, 4.197, -3.750], [0.444, -1.496, -3.776], [-0.610, -2.077, -3.170], [-0.896, -1.744, -1.861], [-1.979, -2.350, -1.241], [-2.751, -3.275, -1.930], [-2.441, -3.596, -3.244], [-1.364, -2.992, -3.875], [-0.276, -1.024, -1.342], [-2.222, -2.096, -0.218], [-3.594, -3.746, -1.442], [-3.039, -4.320, -3.782], [-1.107, -3.225, -4.900], [4.010, -6.920, -4.721], [3.204, -6.374, -3.787], [2.615, -7.198, -2.851], [1.789, -6.633, -1.890], [1.560, -5.264, -1.884], [2.162, -4.457, -2.839], [2.995, -5.011, -3.799], [2.803, -8.263, -2.878], [1.324, -7.264, -1.146], [0.912, -4.826, -1.136], [1.981, -3.390, -2.837], [3.478, -4.398, -4.549], [3.577, 0.860, 3.507], [2.939, -0.180, 2.930], [3.447, -1.448, 3.123], [2.792, -2.524, 2.546], [1.650, -2.319, 1.787], [1.161, -1.033, 1.607], [1.804, 0.056, 2.180], [4.341, -1.584, 3.718], [3.174, -3.526, 2.693], [1.141, -3.161, 1.338], [0.271, -0.871, 1.014], [1.403, 1.059, 2.040], [-3.583, 0.754, -3.881], [-4.726, 0.543, -3.196], [-5.592, 1.598, -2.994], [-6.764, 1.369, -2.289], [-7.047, 0.105, -1.791], [-6.155, -0.938, -2.001], [-4.984, -0.722, -2.713], [-5.348, 2.577, -3.386], [-7.458, 2.182, -2.127], [-7.960, -0.067, -1.238], [-6.369, -1.923, -1.608], [-4.278, -1.517, -2.894]],
  "atomic_forces_ev_per_a": [[0.485, 0.145, 0.312], [-0.087, 0.016, -0.145], [-0.070, -0.035, 0.853], [-0.440, 0.503, 0.582], [0.410, 0.117, -0.750], [-0.563, -0.363, 0.050], [-0.150, -0.177, 0.062], [0.010, 0.216, 0.216], [0.010, -0.066, -0.798], [0.594, 0.159, 0.360], [-0.258, -0.960, -0.002], [0.089, 0.684, -0.144], [-0.455, 0.483, -0.214], [0.217, -0.505, -0.392], [-0.002, -0.009, 0.015], [0.035, 0.061, -0.103], [0.117, 0.010, 0.118], [-0.051, -0.016, -0.031], [-0.083, -0.001, -0.074], [0.067, 0.014, 0.056], [-0.146, -0.089, -0.020], [-0.013, -0.026, 0.009], [0.009, 0.014, 0.009], [0.123, -0.011, 0.042], [0.004, -0.020, -0.023], [0.004, 0.003, 0.031], [0.001, 0.015, 0.083], [-0.098, -0.123, -0.083], [-0.135, -0.103, 0.222], [0.139, 0.042, -0.024], [-0.051, -0.054, -0.055], [-0.049, -0.033, 0.046], [0.139, 0.106, -0.053], [0.175, 0.085, -0.172], [-0.021, -0.013, 0.031], [-0.016, -0.007, -0.008], [0.013, 0.014, -0.019], [-0.001, 0.006, 0.030], [0.020, -0.010, -0.005], [-0.132, -0.065, 0.072], [0.110, 0.124, 0.108], [0.002, -0.068, -0.072], [0.024, -0.101, 0.088], [0.016, 0.023, 0.084], [0.032, -0.023, -0.192], [0.010, 0.015, -0.052], [0.005, 0.015, 0.030], [-0.002, -0.011, 0.008], [-0.004, -0.009, -0.023], [0.032, 0.003, 0.010], [0.007, -0.006, -0.008], [-0.073, 0.045, 0.083], [0.018, -0.171, 0.012], [0.002, 0.088, -0.031], [-0.040, 0.014, 0.046], [-0.040, -0.035, 0.059], [0.058, 0.108, -0.110], [0.024, 0.007, -0.015], [-0.009, -0.028, 0.002], [-0.018, 0.018, -0.006], [0.033, 0.026, -0.016], [0.002, -0.021, -0.012], [0.012, 0.120, -0.033], [-0.111, -0.067, -0.023], [0.121, -0.042, 0.084], [-0.041, 0.016, -0.030], [-0.069, -0.047, -0.052], [0.077, -0.063, 0.010], [-0.151, 0.250, -0.120], [-0.012, 0.035, 0.013], [0.026, -0.015, -0.001], [-0.014, -0.015, -0.014], [-0.031, 0.034, 0.022], [0.260, -0.277, 0.163], [-0.045, -0.018, -0.087], [-0.120, 0.002, 0.089], [0.024, 0.177, -0.066], [0.020, -0.101, 0.021], [-0.034, 0.001, 0.032], [-0.036, 0.109, -0.001], [0.045, -0.101, -0.040], [0.016, -0.015, -0.015], [0.000, 0.028, 0.004], [-0.010, -0.003, 0.005], [-0.001, -0.025, -0.014], [0.044, -0.003, -0.026]],
  "lowdin_charge": [-0.0168, -0.3790, 0.0221, -0.1191, -0.0794, -0.9457, 0.0348, 0.9515, 0.0885, 0.0864, 0.0774, 0.1413, 0.0903, 0.1153, 0.0506, -0.2895, -0.0168, -0.0698, -0.0873, -0.0726, -0.0177, 0.1162, 0.1085, 0.0743, 0.1037, 0.1156, 0.0252, -0.2779, -0.0211, -0.0797, -0.0910, -0.0742, -0.0185, 0.0473, 0.0925, 0.0993, 0.1063, 0.1167, 0.0515, -0.2991, -0.0206, -0.0802, -0.1197, -0.0841, -0.0088, 0.1076, 0.1086, 0.1056, 0.1089, 0.1220, 0.0548, -0.2887, -0.0197, -0.0833, -0.0930, -0.0782, -0.0118, 0.1166, 0.1038, 0.0939, 0.0942, 0.1185, 0.0505, -0.2799, -0.0163, -0.0828, -0.0949, -0.0758, -0.0087, 0.1177, 0.1045, 0.0932, 0.0901, 0.0887, 0.0493, -0.2797, -0.0143, -0.0830, -0.0958, -0.0767, -0.0102, 0.1186, 0.1044, 0.1007, 0.1042, 0.0893]
}